Entry 1:
# C4H4O2

The molecule C4H4O2 (wB97M-V/def2-TZVPD, the Open Molecules 2025 dataset).

```
! wB97M-V def2-TZVPD RIJCOSX def2/J DEFGRID3
* xyz 0 1
O -2.18990 -0.44208 -1.80605
C -1.59673 -0.06883 -0.82418
C -0.72835 -0.94690 0.00541
C 0.25947 -0.35246 0.63383
C 1.18696 0.49929 1.00152
O 2.23201 0.87977 0.21799
H -1.60855 0.99016 -0.49598
H -0.87166 -2.02314 -0.05092
H 1.21919 0.96044 1.98296
H 2.09758 0.50374 -0.66459
*
```

The value obtained for the LUMO energy is 0.16 eV. The HOMO-LUMO gap comes out at 9.61 eV. Its SMILES is O=CC=C=CO. The value obtained for the HOMO energy is -9.458 eV. Its energy above the lowest of the compared OMol25 structures with the same formula, charge and spin is 170.83 kJ/mol.

natural (NBO) population analysis, charges in e, atoms 1 to 8: -0.511 0.402 -0.344 -0.019 0.085 -0.657 0.113 0.237

Entry 2:
# C3H8O3

A structure of composition C3H8O3 in a non-equilibrium geometry (wB97M-V/def2-TZVPD, the Open Molecules 2025 dataset).

```
! wB97M-V def2-TZVPD RIJCOSX def2/J DEFGRID3
* xyz 0 1
O 0.54400 -0.30698 1.51038
O -0.18429 0.50749 -0.49287
C -0.13157 0.75493 0.93305
C -0.03882 -1.47363 0.90699
C -0.29295 -0.88987 -0.50524
H 0.35139 1.75037 0.96936
H -1.17846 0.87620 1.27179
H -0.96006 -1.65024 1.49486
H 0.52509 -2.42554 0.87094
H -1.32666 -1.21614 -0.72984
H 0.35652 -1.23655 -1.33195
O 0.59259 1.79426 -1.98710
H 0.33683 1.24812 -1.20955
H 1.40638 2.26760 -1.70084
*
```

The value obtained for the LUMO energy is 0.74 eV. The HOMO-LUMO gap comes out at 10.44 eV. The value obtained for the HOMO energy is -9.705 eV. Its energy above the lowest of the compared OMol25 structures with the same formula, charge and spin is 324.06 kJ/mol.

natural (NBO) population analysis, charges in e, atoms 1 to 8: -0.509 -0.496 0.208 -0.100 -0.112 0.198 0.149 0.176

Entry 3:
# C20H32BrN5O2PS

The ion C20H32BrN5O2PS with charge +1 in a non-equilibrium geometry (wB97M-V/def2-TZVPD, the Open Molecules 2025 dataset).

```
! wB97M-V def2-TZVPD RIJCOSX def2/J DEFGRID3
* xyz 1 1
C -4.47266 1.52397 -1.34738
C -3.01899 1.63211 -1.85256
C -2.14154 0.59321 -1.16176
C -2.34519 -0.69848 -1.50644
N -1.66537 -1.70839 -0.95972
P -2.17531 -3.30833 -1.58329
N -1.35623 -3.74535 -2.82388
C -0.69691 -1.49852 -0.03164
C 0.09070 -2.62589 0.59985
Br -1.03448 -3.62868 1.87381
C 0.90689 -3.52292 -0.40072
C 0.69371 -5.03282 -0.31299
C -0.45815 -0.20498 0.36121
C 0.56897 0.12696 1.42911
C 2.01271 0.16668 0.89718
N 2.96014 0.28225 2.00605
C 3.59763 -1.00739 2.33219
C 2.74569 -1.74720 3.41346
C 3.89593 1.34608 1.75479
C 5.32579 1.10791 1.28439
O 3.51102 2.49261 1.89898
C -1.15496 0.87752 -0.20348
C -0.88221 2.30797 0.18346
C -2.11068 3.03841 0.80021
S -2.13371 4.83283 0.46959
C -1.96469 4.98285 -1.25512
N -2.86702 5.24155 -2.15255
N -2.28121 5.23128 -3.35981
C -1.02317 4.97195 -3.20194
O -0.78738 4.80912 -1.89812
H -4.53304 1.55147 -0.25411
H -4.90326 0.56492 -1.64635
H -5.08003 2.36054 -1.69653
H -2.60100 2.62580 -1.72127
H -3.01487 1.36326 -2.91389
H -3.09933 -0.91799 -2.25547
H -2.13030 -4.25224 -0.54416
H -3.52172 -3.12606 -1.98456
H -0.62637 -3.09760 -3.09196
H 0.82579 -2.16024 1.24060
H 1.96785 -3.35255 -0.18598
H 0.74626 -3.12761 -1.40187
H -0.34592 -5.35512 -0.36766
H 1.15295 -5.48343 0.56840
H 1.19295 -5.47760 -1.18037
H 0.30145 1.01174 2.00062
H 0.52239 -0.68901 2.15910
H 2.16887 -0.76110 0.32172
H 2.14759 0.98060 0.17537
H 4.58486 -0.88897 2.77231
H 3.70722 -1.66749 1.45878
H 2.07062 -2.49485 2.98982
H 3.44376 -2.25221 4.08681
H 2.22000 -0.99748 4.00619
H 5.38855 0.48341 0.38897
H 5.85015 0.54932 2.06956
H 5.82673 2.06616 1.18668
H -0.02663 2.44769 0.83840
H -0.63678 2.83869 -0.74379
H -3.05628 2.56937 0.54648
H -2.01214 2.97498 1.88828
H -0.26963 4.87730 -3.96302
*
```

The value obtained for the LUMO energy is -4.43 eV. The HOMO-LUMO gap comes out at 7.80 eV. Its SMILES is CCc1c[n+]([PH2]=N)c([C@@H](Br)CC)c(CCN(CC)C(C)=O)c1CCSc1nnco1. The value obtained for the HOMO energy is -12.230 eV.

natural (NBO) population analysis, charges in e, atoms 1 to 8: -0.603 -0.425 -0.017 0.071 -0.554 1.470 -1.268 0.216